No. 1
Here is a 11-piece molecular cluster, C56H109F15O28 overall at a distorted geometry from OMol25. Energies are from wB97M-V/def2-TZVPD.

XYZ file:
```
208
Properties=species:S:1:pos:R:3:mulliken_spin:R:1
C 3.67 -0.49 5.38 0.000
O 3.70 -0.53 6.74 0.000
C 3.45 -1.81 7.20 0.000
C 4.38 -2.88 6.57 0.000
O 3.63 -3.50 5.53 0.000
C 4.20 -4.58 4.83 0.000
C 3.11 -5.40 4.07 0.000
O 2.32 -6.25 4.92 0.000
C 1.04 -6.60 4.39 0.000
H 4.50 -0.97 4.86 0.000
H 3.63 0.55 5.06 0.000
H 2.77 -0.93 4.95 0.000
H 2.43 -2.15 7.07 0.000
H 3.68 -1.72 8.27 0.000
H 4.76 -3.59 7.30 0.000
H 5.27 -2.40 6.15 0.000
H 4.61 -5.33 5.51 0.000
H 4.95 -4.14 4.18 0.000
H 3.71 -6.02 3.41 0.000
H 2.48 -4.70 3.53 0.000
H 1.06 -6.99 3.37 0.000
H 0.39 -5.73 4.34 0.000
H 0.58 -7.27 5.11 0.000
C 2.34 2.66 -7.94 0.000
O 2.08 1.37 -7.37 0.000
C 0.85 0.76 -7.81 0.000
C -0.37 1.69 -7.71 0.000
O -0.56 2.37 -6.44 0.000
C -0.40 1.58 -5.26 0.000
C -0.87 2.54 -4.14 0.000
O -2.25 2.89 -4.24 0.000
C -2.74 3.58 -5.31 0.000
H 3.37 2.81 -7.64 0.000
H 1.81 3.47 -7.45 0.000
H 2.31 2.71 -9.03 0.000
H 0.60 -0.11 -7.19 0.000
H 1.03 0.46 -8.84 0.000
H -1.28 1.22 -8.07 0.000
H -0.26 2.51 -8.41 0.000
H 0.58 1.11 -5.17 0.000
H -1.09 0.74 -5.34 0.000
H -0.33 3.49 -4.10 0.000
H -0.72 2.08 -3.16 0.000
H -2.99 2.93 -6.16 0.000
H -2.04 4.31 -5.71 0.000
H -3.63 4.13 -5.00 0.000
C -4.38 -0.12 -2.18 0.000
O -5.43 -0.99 -1.78 0.000
C -5.87 -1.74 -2.88 0.000
C -7.17 -2.43 -2.45 0.000
O -6.90 -3.48 -1.50 0.000
C -8.12 -3.96 -0.98 0.000
C -7.97 -5.37 -0.40 0.000
O -7.29 -5.42 0.84 0.000
C -7.34 -6.73 1.41 0.000
H -4.73 0.80 -2.64 0.000
H -3.62 -0.55 -2.83 0.000
H -3.86 0.25 -1.29 0.000
H -5.11 -2.47 -3.16 0.000
H -6.05 -1.05 -3.71 0.000
H -7.65 -2.85 -3.34 0.000
H -7.80 -1.68 -1.97 0.000
H -8.87 -3.96 -1.77 0.000
H -8.51 -3.31 -0.19 0.000
H -7.40 -5.89 -1.17 0.000
H -8.96 -5.81 -0.30 0.000
H -6.92 -6.67 2.41 0.000
H -6.95 -7.47 0.71 0.000
H -8.37 -7.07 1.50 0.000
C -2.71 5.42 -1.85 -0.001
O -2.96 4.73 -0.60 0.009
C -3.44 3.42 -0.73 0.000
C -3.81 2.80 0.66 -0.002
O -2.63 2.56 1.46 0.006
C -2.74 2.40 2.81 -0.009
C -1.35 2.19 3.46 0.019
O -1.35 1.50 4.75 0.046
C -0.03 1.56 5.42 0.000
H -3.60 5.79 -2.37 0.000
H -2.26 4.71 -2.54 0.001
H -2.02 6.24 -1.67 0.000
H -2.59 2.84 -1.12 -0.001
H -4.22 3.26 -1.47 0.001
H -4.40 1.91 0.44 0.002
H -4.46 3.47 1.21 0.000
H -3.25 1.45 2.98 0.003
H -3.28 3.26 3.20 0.008
H -0.97 3.21 3.60 0.016
H -0.63 1.67 2.83 0.001
H 0.18 2.60 5.68 0.001
H 0.78 1.22 4.78 0.000
H 0.04 1.00 6.36 0.000
C 4.44 3.66 2.95 -0.001
O 3.15 3.61 2.30 0.020
C 2.04 4.19 2.88 0.039
C 0.97 4.54 1.88 0.118
O -0.14 5.09 2.61 0.616
C -0.84 6.04 1.80 0.020
C -2.16 6.33 2.48 -0.002
O -1.93 7.32 3.47 0.057
C -3.09 7.91 4.06 -0.003
H 4.35 2.97 3.79 0.002
H 4.70 4.62 3.38 0.002
H 5.23 3.30 2.29 0.000
H 2.45 5.08 3.37 0.007
H 1.70 3.52 3.67 -0.010
H 0.63 3.60 1.42 -0.076
H 1.44 5.19 1.15 0.007
H -1.04 5.57 0.83 0.019
H -0.23 6.92 1.60 0.059
H -2.49 5.38 2.90 0.009
H -2.92 6.60 1.75 0.006
H -3.74 8.44 3.36 0.002
H -2.77 8.63 4.82 0.000
H -3.67 7.17 4.61 0.003
C -6.05 -6.62 7.78 0.000
O -6.35 -6.25 6.46 0.000
C -6.16 -4.86 6.28 0.000
C -6.19 -4.62 4.77 0.000
O -5.48 -3.41 4.35 0.000
C -5.58 -3.15 2.96 0.000
C -4.64 -1.96 2.50 0.000
O -3.36 -2.53 2.11 0.000
C -2.44 -1.51 1.58 0.000
H -6.38 -7.66 7.86 0.000
H -6.57 -6.09 8.57 0.000
H -4.98 -6.68 7.96 0.000
H -5.18 -4.52 6.63 0.000
H -6.93 -4.24 6.75 0.000
H -7.25 -4.59 4.55 0.000
H -5.75 -5.53 4.35 0.000
H -6.61 -2.87 2.75 0.000
H -5.31 -4.07 2.43 0.000
H -4.51 -1.25 3.32 0.000
H -5.08 -1.48 1.62 0.000
H -1.52 -2.02 1.30 0.000
H -2.15 -0.87 2.42 0.000
H -2.88 -0.89 0.79 0.000
C -0.44 -0.17 -1.20 0.000
C -0.30 1.14 -0.35 0.015
O 0.64 0.88 0.67 -0.005
C 1.96 0.66 0.53 0.000
O 2.65 0.76 -0.51 0.000
C 2.68 0.33 1.87 0.000
F 2.69 -0.99 2.03 0.000
F 3.95 0.74 1.84 0.000
F 1.97 0.93 2.82 0.001
H -1.39 -0.14 -1.72 0.000
H -0.52 -1.01 -0.51 0.000
H 0.42 -0.19 -1.88 0.000
H -1.28 1.29 0.10 -0.006
H 0.05 1.96 -0.97 -0.004
C 0.64 -4.90 -4.05 0.000
C 0.60 -4.25 -2.71 0.000
O 1.84 -4.28 -2.12 0.000
C 2.13 -3.56 -1.00 0.000
O 1.27 -2.87 -0.39 0.000
C 3.64 -3.69 -0.53 0.000
F 4.23 -4.68 -1.21 0.000
F 4.35 -2.54 -0.73 0.000
F 3.61 -4.08 0.74 0.000
H 1.43 -4.59 -4.73 0.000
H -0.24 -4.57 -4.59 0.000
H 0.69 -5.99 -4.00 0.000
H -0.22 -4.61 -2.09 0.000
H 0.40 -3.21 -2.93 0.000
C 3.61 -1.08 -3.16 0.000
C 3.12 -2.12 -4.15 0.000
O 3.59 -1.74 -5.46 0.000
C 4.90 -1.93 -5.94 0.000
O 5.81 -2.44 -5.34 0.000
C 5.08 -1.30 -7.35 0.000
F 3.95 -0.83 -7.84 0.000
F 5.98 -0.33 -7.29 0.000
F 5.56 -2.20 -8.19 0.000
H 3.22 -0.09 -3.40 0.000
H 4.64 -1.14 -2.83 0.000
H 2.95 -1.33 -2.33 0.000
H 2.06 -2.00 -4.35 0.000
H 3.44 -3.15 -3.98 0.000
C 3.65 3.01 -4.12 0.000
C 2.72 3.20 -2.90 0.000
O 2.36 4.52 -2.78 0.001
C 1.34 4.99 -1.91 -0.004
O 0.64 4.25 -1.15 0.005
C 1.38 6.52 -1.78 0.000
F 0.23 7.07 -2.24 0.000
F 1.57 6.78 -0.48 0.001
F 2.42 7.03 -2.45 0.000
H 3.26 3.40 -5.06 0.000
H 3.94 1.98 -4.32 0.000
H 4.51 3.64 -3.89 0.000
H 3.25 2.78 -2.05 0.000
H 1.83 2.59 -3.04 0.000
C 10.68 0.19 -0.42 0.000
C 9.79 1.32 -1.11 0.000
O 8.45 1.04 -1.34 0.000
C 7.49 1.49 -0.51 0.000
O 7.67 2.14 0.56 0.000
C 6.05 1.24 -1.04 0.000
F 6.08 1.34 -2.35 0.000
F 5.85 -0.07 -0.79 0.000
F 5.21 2.13 -0.52 0.000
H 9.96 -0.50 0.02 0.000
H 11.32 0.59 0.36 0.000
H 11.36 -0.25 -1.16 0.000
H 10.12 1.59 -2.11 0.000
H 9.94 2.24 -0.53 0.000
```

- <S²> = 0.755
- charge = +1
- 2S+1 = 2
- relative energy (zero: lowest compared OMol25 entry of this formula, charge and spin) (kcal/mol) = 0.0
- frontier orbital gap (spin up / spin down) (eV) = 8.501 / 2.689
- HOMO level (spin up / spin down) (eV) = -10.770 / -10.770



No. 2
Here is C38H34AgOP2STe as an isolated structure at a distorted geometry from OMol25. Energies are from wB97M-V/def2-TZVPD.

XYZ file:
```
78
Properties=species:S:1:pos:R:3:mulliken_charge:R:1
Ag 1.23 0.29 0.15 -0.659
O -3.90 0.96 -0.39 -0.755
S -2.45 0.54 -0.37 1.109
C -1.65 1.81 -1.40 0.607
C -2.15 2.04 -2.69 -0.526
C -1.80 3.12 -3.41 -1.067
C -0.90 4.03 -2.85 -0.681
C -0.34 3.82 -1.61 -0.976
C -0.70 2.71 -0.84 0.801
P 0.19 2.39 0.72 1.501
C -1.09 2.36 1.97 0.199
C -2.22 3.12 1.76 0.046
C -3.33 2.93 2.57 -0.754
C -3.27 2.00 3.59 -0.349
C -2.17 1.23 3.84 -0.784
C -1.08 1.38 2.96 -0.319
C 1.26 3.87 0.96 -0.194
C 1.01 4.93 1.80 -0.188
C 1.92 5.98 1.88 -0.735
C 3.09 5.99 1.14 -0.424
C 3.40 4.93 0.33 -0.770
C 2.48 3.88 0.24 -0.115
C -2.34 -0.83 -1.56 0.219
C -3.45 -1.10 -2.37 -0.281
C -3.61 -2.29 -3.04 -1.004
C -2.61 -3.26 -2.96 -0.617
C -1.53 -3.07 -2.12 -0.042
C -1.43 -1.89 -1.40 -0.297
P -0.01 -1.82 -0.14 0.953
C -0.75 -2.51 1.40 0.756
C -0.01 -2.58 2.58 -0.434
C -0.60 -3.25 3.66 -0.686
C -1.86 -3.81 3.56 -0.752
C -2.61 -3.60 2.42 -0.682
C -2.02 -3.03 1.34 0.061
C 1.07 -3.24 -0.66 0.374
C 1.04 -4.52 -0.11 -0.174
C 1.74 -5.55 -0.70 -0.535
C 2.54 -5.36 -1.83 -0.673
C 2.61 -4.10 -2.39 -0.420
C 1.88 -3.07 -1.80 -0.880
H -2.83 1.30 -3.12 0.245
H -2.23 3.39 -4.38 0.388
H -0.57 4.89 -3.35 0.499
H 0.42 4.55 -1.25 0.303
H -2.28 3.86 0.97 0.407
H -4.26 3.46 2.44 0.428
H -4.18 1.84 4.18 0.353
H -2.11 0.45 4.60 0.424
H -0.27 0.70 3.04 0.429
H 0.15 4.93 2.46 0.414
H 1.72 6.78 2.55 0.448
H 3.71 6.92 1.20 0.331
H 4.32 4.86 -0.24 0.436
H 2.79 3.10 -0.46 0.298
H -4.20 -0.33 -2.42 0.493
H -4.46 -2.40 -3.71 0.382
H -2.67 -4.20 -3.55 0.400
H -0.74 -3.82 -2.06 0.328
H 0.97 -2.12 2.74 0.381
H 0.00 -3.33 4.52 0.507
H -2.24 -4.38 4.41 0.411
H -3.64 -3.94 2.33 0.444
H -2.54 -3.06 0.40 0.314
H 0.42 -4.72 0.79 0.262
H 1.56 -6.53 -0.27 0.412
H 3.13 -6.21 -2.26 0.356
H 3.20 -3.96 -3.29 0.463
H 1.91 -2.06 -2.27 0.310
C 4.43 0.60 -2.06 -1.094
Te 4.11 0.35 0.07 0.224
C 4.31 -1.79 0.25 -0.651
H 5.45 0.99 -2.24 0.410
H 3.67 1.31 -2.45 0.336
H 4.25 -0.30 -2.63 0.346
H 3.66 -2.31 -0.47 -0.073
H 4.13 -2.09 1.32 0.319
H 5.34 -2.10 -0.02 0.466
```

- charge = +1
- 2S+1 = 1
- frontier orbital gap (eV) = 8.273
- HOMO level (eV) = -10.790



No. 3
Here is C26H25BrN4O4Ti as an isolated structure at a distorted geometry from OMol25. Energies are from wB97M-V/def2-TZVPD.

XYZ file:
```
61
Properties=species:S:1:pos:R:3:mulliken_spin:R:1
Ti -0.19 0.07 0.16 0.560
C 1.52 3.90 0.97 -0.024
C 0.51 2.91 0.38 0.225
O 0.76 1.66 0.55 -0.004
C -0.60 3.40 -0.28 -0.079
C -1.64 2.59 -0.76 0.280
C -2.83 3.22 -1.44 -0.011
N -1.62 1.28 -0.60 0.034
N -2.73 0.60 -1.02 -0.079
C -2.64 -0.67 -0.69 0.122
O -1.58 -1.14 -0.09 -0.051
C -3.75 -1.55 -0.97 -0.003
C -3.75 -2.87 -0.49 0.058
C -4.83 -3.70 -0.70 -0.037
C -5.94 -3.24 -1.40 0.083
C -5.95 -1.94 -1.90 -0.043
C -4.88 -1.11 -1.69 0.055
H 2.51 3.46 0.95 0.006
H 1.52 4.83 0.41 0.005
H 1.26 4.12 2.00 0.017
H -0.69 4.48 -0.40 -0.003
H -2.75 4.31 -1.47 0.002
H -2.91 2.83 -2.46 0.015
H -3.74 2.93 -0.91 0.013
H -2.89 -3.21 0.06 0.021
H -4.82 -4.71 -0.32 -0.002
H -6.80 -3.89 -1.54 0.013
H -6.81 -1.59 -2.46 -0.002
H -4.87 -0.10 -2.08 0.022
C 2.75 -2.20 2.44 -0.025
C 1.59 -1.40 1.94 0.246
N 1.54 -0.94 0.70 0.072
O 2.65 -1.24 -0.14 0.001
C 0.45 -1.07 2.70 -0.021
C 0.21 -1.52 4.12 0.006
N -0.41 -0.31 2.05 0.194
O -1.49 0.16 2.60 0.197
H 2.79 -3.15 1.91 0.021
H 2.67 -2.38 3.51 -0.003
H 3.68 -1.66 2.23 0.015
H 2.25 -1.06 -1.02 0.000
H 0.09 -2.60 4.18 -0.003
H -0.72 -1.04 4.44 0.005
H 1.02 -1.22 4.79 -0.002
Br 0.18 -3.38 -0.68 0.008
C -0.45 -2.67 -2.34 -0.004
C -1.13 -3.57 -3.14 0.016
C -1.56 -3.19 -4.41 -0.014
C -1.23 -1.94 -4.89 0.014
C -0.52 -1.02 -4.08 -0.031
C -0.17 0.24 -4.59 0.043
C 0.49 1.16 -3.80 -0.016
C 0.78 0.85 -2.47 -0.008
C 0.46 -0.38 -1.87 0.034
C -0.16 -1.34 -2.73 0.043
H -1.32 -4.57 -2.78 0.005
H -2.13 -3.88 -5.01 -0.002
H -1.52 -1.63 -5.88 0.002
H -0.43 0.47 -5.63 0.004
H 0.75 2.13 -4.21 0.001
H 1.33 1.60 -1.90 0.009
```

- <S²> = 2.061
- charge = -2
- 2S+1 = 3
- relative energy (zero: lowest compared OMol25 entry of this formula, charge and spin) (kcal/mol) = 27.4
- frontier orbital gap (spin up / spin down) (eV) = 3.327 / 5.488
- HOMO level (spin up / spin down) (eV) = 1.532 / -0.641



2S+1 of number 2 (C38H34AgOP2STe)?
1



Which value of charge does entry 3 give?
-2